# 1
This record from OMol25 describes a cluster of 2 separate species, C7H15NO in total. The level of theory is ωB97M-V with the def2-TZVPD basis set.

CARTESIAN COORDINATES (ANGSTROEM)
1 C 2.614 0.634 -0.079
2 C 1.293 1.373 0.201
3 N -0.251 1.629 2.775
4 C -0.577 0.776 1.745
5 C 0.181 0.467 0.679
6 C -0.146 -0.697 -0.166
7 C -0.931 -1.726 0.158
8 C -1.231 -2.848 -0.787
9 H 2.925 0.129 0.837
10 H 3.393 1.306 -0.457
11 H 2.506 -0.100 -0.887
12 H 1.008 1.939 -0.684
13 H 1.519 2.078 1.003
14 H -0.821 1.780 3.581
15 H 0.696 1.971 2.809
16 H -1.512 0.256 1.919
17 H 0.310 -0.705 -1.152
18 H -1.550 -1.725 1.049
19 H -0.556 -2.847 -1.644
20 H -2.258 -2.802 -1.185
21 H -1.213 -3.804 -0.267
22 H -1.243 1.506 -3.114
23 H -2.061 0.274 -2.951
24 O -2.093 1.137 -3.382

## Properties
* SMILES: C/C=C/C(=C/N)CC.O
* net charge: 0
* HOMO energy: -7.3 eV

# 2
This record from OMol25 describes a structure of composition C7H15NO. The level of theory is ωB97M-V with the def2-TZVPD basis set.

CARTESIAN COORDINATES (ANGSTROEM)
1 C -2.085 0.657 -0.155
2 C -1.490 1.857 -0.543
3 C -2.745 -0.265 -1.116
4 O -0.589 -0.848 0.334
5 H -0.330 -1.077 -0.568
6 H -2.368 0.537 0.882
7 H -1.591 2.707 0.125
8 H -1.487 2.105 -1.602
9 H -0.158 1.645 -0.265
10 H -2.749 -1.287 -0.738
11 H -3.785 0.057 -1.252
12 H -2.263 -0.234 -2.096
13 C 2.073 -1.996 1.251
14 C 1.939 -0.841 0.292
15 C 1.157 0.314 0.799
16 C 1.151 1.564 0.190
17 N 2.432 -0.778 -0.883
18 H 2.933 -1.637 -1.115
19 H 0.837 0.235 1.829
20 H 2.619 -2.828 0.804
21 H 2.601 -1.678 2.155
22 H 1.075 -2.326 1.544
23 H 1.744 1.685 -0.710
24 H 1.079 2.432 0.838

## Properties
* net charge: 0
* HOMO energy: -7.7 eV

Energy relative to the best compared isomer or geometry (same formula, charge and spin) values (in kJ/mol) by entry order: 187.2 548.1.
Electronic energy values (in Ha) by entry order: -405.6660 -405.5286.